Below is a single C2H5NS molecule, with properties calculated with ωB97M-V/def2-TZVPD.

Element x y z (Å)
C1 -0.245 -0.990 -0.194
C2 1.120 0.106 0.170
N1 0.797 1.069 1.061
S1 2.513 -0.206 -0.518
H1 -0.989 -0.644 -0.885
H2 0.173 -1.953 -0.599
H3 -0.601 -0.953 0.867
H4 -0.099 1.170 1.453
H5 1.632 1.644 1.341

Summary:
SMILES string: CC(N)=S
orbital gap: 9.0717 eV
net charge: 0
multiplicity: 1

=====

Below is a single C2H5NS molecule, with properties calculated with ωB97M-V/def2-TZVPD.

Element x y z (Å)
C1 -1.797 -0.863 0.496
N1 -0.966 -0.274 -0.302
S1 0.504 0.452 0.467
C2 1.514 0.248 -0.992
H1 -1.701 -1.160 1.563
H2 -2.754 -1.198 0.048
H3 2.358 -0.385 -0.867
H4 0.745 -0.180 -1.681
H5 1.750 1.304 -1.444

Summary:
SMILES string: C=NSC
orbital gap: 9.4960 eV
net charge: 0
multiplicity: 1

=====

Below is 2 unconnected molecules or ions with the total composition C2H5NS, with properties calculated with ωB97M-V/def2-TZVPD.

Element x y z (Å)
C1 -1.136 0.763 1.470
C2 0.750 -1.266 -1.271
N1 -1.052 1.858 1.797
S1 0.250 0.459 -0.927
H1 -0.211 0.257 0.471
H2 0.009 -1.824 -1.860
H3 0.774 -1.684 -0.270
H4 1.725 -1.281 -1.721
H5 -1.110 2.718 2.310

Summary:
orbital gap (alpha / beta): 5.2359 / 6.6303 eV
net charge: 0
<S²>: 2.01
multiplicity: 3

=====

Below is a single C2H5NS2 molecule, with properties calculated with ωB97M-V/def2-TZVPD.

Element x y z (Å)
C1 1.311 0.879 -0.597
S1 0.178 -0.229 -1.506
C2 -0.630 -1.319 -0.367
N1 -1.285 -1.080 0.698
S2 -1.538 0.606 1.360
H1 1.422 1.741 -1.297
H2 1.005 1.218 0.390
H3 2.286 0.428 -0.427
H4 -0.632 -2.355 -0.675
H5 -2.117 0.111 2.422

Summary:
SMILES string: CS/C=N\S
orbital gap: 9.5861 eV
net charge: 0
multiplicity: 1

=====

Below is a single C2H5NS2 molecule, with properties calculated with ωB97M-V/def2-TZVPD.

Element x y z (Å)
C1 0.047 1.526 -0.120
C2 0.635 0.188 -0.024
S1 2.168 -0.361 0.124
N1 -0.439 -0.651 -0.387
S2 -2.076 -0.306 0.074
H1 0.931 2.293 -0.332
H2 -0.652 2.014 0.655
H3 -0.578 1.700 -0.956
H4 -0.266 -1.595 -0.447
H5 -1.929 0.541 1.473

Summary:
SMILES string: CC(=S)NS
orbital gap: 8.7232 eV
net charge: 0
multiplicity: 1

=====

Below is a molecular structure, C2H5NS2, with properties calculated with ωB97M-V/def2-TZVPD.

Element x y z (Å)
C1 -1.223 -1.098 0.127
C2 0.065 1.547 -0.181
H1 -2.218 -1.426 -0.793
H2 0.074 -1.830 0.226
H3 -1.672 -0.712 1.367
H4 -0.260 2.483 0.663
H5 3.082 -0.216 0.429
N1 1.237 1.115 -0.079
S1 -1.124 0.448 -1.007
S2 2.039 -0.311 -0.751

Summary:
orbital gap: 8.9393 eV
net charge: 0
multiplicity: 1

=====

Below is 2 unconnected molecules or ions with the total composition C2H5O2P, with properties calculated with ωB97M-V/def2-TZVPD.

Element x y z (Å)
C1 0.992 0.745 0.144
C2 -0.698 -1.585 0.372
O1 1.823 0.375 0.874
O2 -0.515 -0.401 -0.256
P1 -0.081 2.029 -0.400
H1 0.225 -2.315 0.561
H2 -1.329 -2.155 -0.213
H3 -1.217 -1.348 1.240
H4 -0.278 1.615 -1.746
H5 1.076 3.040 -0.576

Summary:
orbital gap: 9.0171 eV
net charge: 0
multiplicity: 1

=====

Below is a molecular structure, C2H5O2S, with properties calculated with ωB97M-V/def2-TZVPD.

Element x y z (Å)
C1 0.873 -1.296 0.629
S1 0.110 -1.718 -0.992
H1 1.628 -2.067 0.802
H2 0.292 -1.203 1.555
H3 1.409 -0.345 0.518
O1 -1.654 2.729 -0.421
C2 -1.012 1.697 -0.309
O2 -0.510 1.049 -1.301
H4 -0.818 1.261 0.686
H5 -0.320 -0.107 -1.167

Summary:
orbital gap: 7.7036 eV
net charge: -1
multiplicity: 1

=====

Below is 2 unconnected molecules or ions with the total composition C2H5O2S2, with properties calculated with ωB97M-V/def2-TZVPD.

Element x y z (Å)
C1 0.615 -1.205 0.495
S1 2.445 -1.075 0.833
S2 2.604 0.670 1.979
H1 0.479 -1.025 -0.562
H2 0.427 -2.268 0.481
H3 0.006 -0.396 0.903
H4 3.241 1.317 0.911
O1 -3.615 0.625 -0.932
C2 -2.478 0.952 -1.257
O2 -1.421 0.983 -0.534
H5 -2.302 1.423 -2.318

Summary:
orbital gap: 6.9206 eV
net charge: -1
multiplicity: 1

=====

Below is 3 unconnected molecules or ions with the total composition C2H5O3PS2, with properties calculated with ωB97M-V/def2-TZVPD.

Element x y z (Å)
C1 2.187 -1.273 0.823
C2 1.540 -1.135 -0.361
O1 4.180 0.452 -0.895
O2 2.115 1.942 -0.513
O3 4.000 1.801 1.255
P1 3.243 1.237 0.120
S1 2.217 -1.461 -1.884
S2 -14.864 1.090 0.332
H1 3.174 -1.709 0.867
H2 1.681 -1.098 1.761
H3 0.513 -0.784 -0.373
H4 3.548 -0.156 -1.385
H5 -13.536 1.093 0.253

Summary:
orbital gap: 5.7982 eV
net charge: -2
multiplicity: 1

=====

Below is 2 unconnected molecules or ions with the total composition C2H5O5S2, with properties calculated with ωB97M-V/def2-TZVPD.

Element x y z (Å)
C1 1.250 0.918 0.257
C2 -0.128 -0.755 0.365
O1 -1.563 1.668 0.127
O2 -1.959 -0.279 -1.471
O3 -2.749 -0.277 0.831
O4 0.853 1.740 -0.502
O5 0.218 -1.770 -0.477
S1 2.711 -0.266 -0.317
S2 -1.655 0.029 -0.098
H1 1.540 0.891 1.295
H2 -0.158 -1.018 1.505
H3 -0.812 1.883 -0.514
H4 0.206 -1.423 -1.359
H5 2.246 -1.343 0.358

Summary:
orbital gap: 7.2331 eV
net charge: -1
multiplicity: 1

=====

Below is 2 unconnected molecules or ions with the total composition C2H5O6P, with properties calculated with ωB97M-V/def2-TZVPD.

Element x y z (Å)
C1 -0.186 -0.521 -1.531
C2 0.956 0.399 0.191
O1 0.082 0.816 2.784
O2 -1.325 1.893 1.017
O3 -1.587 -0.653 1.509
O4 0.384 -1.745 -2.055
O5 2.003 0.816 0.594
O6 0.684 0.422 -1.108
P1 -0.570 0.421 1.511
H1 -0.902 -0.714 -0.676
H2 -0.810 -0.056 -2.421
H3 1.085 -1.490 0.220
H4 0.721 -2.027 -1.140
H5 -0.534 2.439 1.107

Summary:
orbital gap: 5.7839 eV
net charge: -2
multiplicity: 1

=====

Below is 2 unconnected molecules or ions with the total composition C2H5OP, with properties calculated with ωB97M-V/def2-TZVPD.

Element x y z (Å)
C1 -0.507 -0.077 0.785
C2 -0.409 0.957 -0.341
O1 0.835 -2.883 -1.224
P1 0.923 -0.376 -0.313
H1 -0.632 0.256 1.793
H2 -1.068 -0.906 0.766
H3 -1.187 0.837 -1.037
H4 -0.092 1.949 -0.185
H5 2.137 0.244 -0.245

Summary:
orbital gap (alpha / beta): 8.1139 / 7.9650 eV
net charge: 0
multiplicity: 1

=====

Below is a single C2H5OP molecule, with properties calculated with ωB97M-V/def2-TZVPD.

Element x y z (Å)
O1 -1.518 0.604 0.115
C1 -0.251 0.098 -0.631
C2 0.371 -0.965 0.151
P1 1.534 0.520 -0.034
H1 -1.506 1.511 0.286
H2 -0.557 -0.084 -1.686
H3 -0.010 -1.125 1.105
H4 0.657 -1.786 -0.492
H5 1.280 1.228 1.188

Summary:
SMILES string: O[C@@H]1CP1
orbital gap: 10.7863 eV
net charge: 0
multiplicity: 1

=====

Below is 2 unconnected molecules or ions with the total composition C2H5OPS, with properties calculated with ωB97M-V/def2-TZVPD.

Element x y z (Å)
C1 1.651 1.024 -0.893
P1 1.861 0.762 0.830
O1 1.761 -0.871 0.918
H1 1.461 0.251 -1.606
H2 1.650 2.095 -0.992
H3 1.944 -1.213 1.758
C2 -1.768 -0.204 -0.805
S1 -3.318 0.100 -0.617
H4 -1.501 -1.118 -1.329
H5 -0.949 0.549 -0.451

Summary:
SMILES string: C=PO.C=S
orbital gap: 8.4045 eV
net charge: 0
multiplicity: 1

=====

Below is a single C2H5OPS molecule, with properties calculated with ωB97M-V/def2-TZVPD.

Element x y z (Å)
O1 1.113 -0.997 -0.997
C1 0.603 -1.022 0.247
C2 -0.510 0.040 0.451
P1 -0.670 1.375 -0.822
S1 -1.648 -0.089 1.565
H1 0.481 -0.528 -1.570
H2 -0.027 -1.949 0.406
H3 1.434 -1.004 0.965
H4 -1.368 2.084 0.235
H5 0.591 2.090 -0.482

Summary:
SMILES string: OCC(P)=S
orbital gap: 8.1656 eV
net charge: 0
multiplicity: 1

=====

Below is a single C2H5OPS3 molecule, with properties calculated with ωB97M-V/def2-TZVPD.

Element x y z (Å)
C1 0.684 1.484 -0.390
C2 -0.446 0.476 -0.639
O1 1.898 0.869 -0.657
P1 -1.098 -1.998 0.981
S1 -2.062 -2.627 2.587
S2 -1.152 -0.012 1.000
S3 -0.030 -3.070 -0.224
H1 0.537 2.369 -0.977
H2 0.791 1.936 0.706
H3 -1.299 0.770 -1.410
H4 0.029 -0.415 -1.020
H5 2.148 0.217 0.041

Summary:
orbital gap: 8.1820 eV
net charge: 0
multiplicity: 1

=====

Below is 2 unconnected molecules or ions with the total composition C2H5OS, with properties calculated with ωB97M-V/def2-TZVPD.

Element x y z (Å)
S1 2.767 0.270 -0.853
H1 1.887 0.081 -1.853
O1 -1.870 1.290 0.172
C1 -0.811 0.718 0.049
C2 -0.539 -0.613 0.678
H2 0.027 1.108 -0.548
H3 -1.245 -0.772 1.484
H4 0.485 -0.746 0.998
H5 -0.702 -1.335 -0.127

Summary:
orbital gap: 6.7770 eV
net charge: -1
multiplicity: 1

=====

Below is a single C2H5PS molecule, with properties calculated with ωB97M-V/def2-TZVPD.

Element x y z (Å)
H1 1.739 -1.971 2.322
P1 2.127 -0.565 2.283
C1 1.289 -0.305 0.903
S1 1.097 1.214 -0.044
C2 -0.179 0.578 -1.246
H2 0.530 -1.148 0.655
H3 -1.024 0.676 -0.648
H4 -0.012 -0.565 -1.313
H5 -0.265 1.144 -2.120

Summary:
SMILES string: [H]/P=C/SC
orbital gap: 8.6798 eV
net charge: 0
multiplicity: 1

=====

Below is 2 unconnected molecules or ions with the total composition C2H5PS, with properties calculated with ωB97M-V/def2-TZVPD.

Element x y z (Å)
C1 1.994 -0.535 -0.413
C2 1.586 0.344 0.514
P1 -3.103 -0.723 0.181
S1 -0.031 0.862 0.786
H1 1.202 -1.111 -1.080
H2 3.023 -0.489 -0.681
H3 2.112 1.144 0.951
H4 -2.795 0.300 -0.794
H5 -3.988 0.208 0.536

Summary:
orbital gap (alpha / beta): 7.7421 / 6.1376 eV
net charge: 0
multiplicity: 1

=====

We obtain max |F| values of 4.9; 3.5; 7.0; 2.6; 6.2; 5.0; 4.5; 0.9; 2.4; 1.9; 5.5; 4.5; 4.9; 4.2; 5.0; 3.4; 3.2; 0.4; 3.9; 2.8 eV/Å for the records listed above, in that order.
We obtain ΔE to the lowest compared entry with this formula, charge and spin values of 20.48; 35.17; 68.10; 36.23; 57.18; 154.84; 75.85; 10.51; 29.11; 0.00; 0.00; 111.18; 155.60; 38.95; 43.61; 40.53; 16.88; 0.97; 19.22; 76.95 kcal/mol for the records listed above, in that order.